The following is a quantum chemistry calculation of 8 unconnected molecules or ions with the total composition C23H61O22S7 in a non-equilibrium geometry, from the OMol25 dataset.

Last column: Mulliken charge in e.
Atoms and positions in Å:
C1 0.68133 -1.45685 0.24130  -0.76
C2 0.46267 -0.01959 0.60409  -0.20
O1 -0.81379 0.47701 0.91872  -0.93
H1 0.16893 -1.71895 -0.68437  0.18
H2 0.35605 -2.17038 0.99836  0.28
H3 1.72638 -1.66342 0.01046  0.19
H4 0.79118 0.48447 -0.30481  0.07
H5 1.14608 0.19163 1.42655  0.19
O2 2.77234 -2.94888 -8.64931  -0.59
S1 1.81166 -2.52395 -7.64101  1.12
O3 0.43518 -2.23353 -8.07242  -0.58
O4 1.77231 -3.72312 -6.47002  -0.33
C3 0.72503 -3.81610 -5.51622  -0.30
C4 -0.29866 -4.95582 -5.93634  -1.04
C5 2.49445 -1.14075 -6.61266  -0.83
H6 0.23009 -2.84612 -5.56384  0.30
H7 1.11586 -3.97940 -4.51189  0.37
H8 -0.46168 -4.81826 -7.00527  0.31
H9 -1.29522 -4.77076 -5.53544  0.33
H10 0.06107 -5.91326 -5.55951  0.29
H11 1.78115 -1.00865 -5.79912  0.31
H12 2.63432 -0.27814 -7.26416  0.35
H13 3.45396 -1.45565 -6.20244  0.31
O5 3.61437 -8.66585 5.22496  -0.60
S2 3.58751 -8.59268 3.74258  1.08
O6 4.83440 -8.32379 2.99570  -0.56
O7 2.99458 -10.05647 3.12285  -0.31
C6 3.21043 -11.27630 3.75428  -0.28
C7 4.60354 -11.80375 3.24796  -1.01
C8 2.12691 -7.55954 3.14049  -0.84
H14 2.44650 -12.03234 3.57279  0.29
H15 3.25139 -11.09094 4.82762  0.29
H16 4.67618 -11.70031 2.16531  0.29
H17 4.77671 -12.83996 3.53842  0.37
H18 5.42723 -11.14268 3.51742  0.28
H19 2.04708 -7.70456 2.06313  0.32
H20 2.27058 -6.54404 3.50955  0.39
H21 1.28122 -7.98349 3.68194  0.30
O8 -6.16121 1.35835 -3.94338  -0.56
S3 -4.96544 0.87748 -4.58753  1.04
O9 -5.03791 0.15345 -5.86255  -0.59
O10 -3.86116 2.12761 -4.83990  -0.27
C9 -4.34383 3.37257 -5.29000  -0.39
C10 -4.70780 4.16057 -4.09827  -0.86
C11 -4.06896 -0.12193 -3.22046  -0.85
H22 -5.24063 3.13067 -5.86038  0.30
H23 -3.78690 3.96152 -6.01875  0.36
H24 -3.80250 4.49491 -3.59158  0.22
H25 -5.14653 3.50315 -3.34765  0.26
H26 -5.38540 4.98748 -4.31086  0.35
H27 -4.51046 -1.11849 -3.22817  0.33
H28 -4.24239 0.46560 -2.31889  0.33
H29 -2.99070 -0.19096 -3.36437  0.32
O11 -2.06513 0.04153 9.07908  -0.60
S4 -2.74127 0.72469 7.99179  1.12
O12 -4.05228 1.20333 8.11810  -0.58
O13 -1.83279 1.99597 7.48201  -0.30
C12 -2.05667 2.62788 6.19273  -0.24
C13 -1.05606 3.78385 6.02826  -1.25
C14 -2.61882 -0.31528 6.49867  -0.94
H30 -3.11173 2.84039 6.02009  0.41
H31 -1.93661 1.98028 5.32422  0.36
H32 -1.16827 4.41761 5.14856  0.34
H33 0.00644 3.55436 6.10911  0.30
H34 -1.21801 4.45565 6.87121  0.33
H35 -3.23649 -1.19217 6.69270  0.35
H36 -1.59419 -0.46670 6.15912  0.35
H37 -3.19738 0.21262 5.74059  0.33
O14 6.53053 -2.40868 1.04414  -0.57
S5 6.78775 -2.93431 -0.34691  1.13
O15 5.84720 -3.80098 -1.06071  -0.59
O16 7.06541 -1.63291 -1.36107  -0.34
C15 7.68629 -0.43141 -0.80406  -0.26
C16 6.52070 0.38929 -0.14660  -1.10
C17 8.46201 -3.78087 -0.42709  -0.84
H38 8.28436 0.20124 -1.45994  0.40
H39 8.29704 -0.75755 0.03780  0.24
H40 5.83080 0.59244 -0.96568  0.29
H41 6.80067 1.38079 0.20925  0.38
H42 5.94976 -0.02821 0.68275  0.31
H43 8.39917 -4.57105 -1.17527  0.31
H44 8.57003 -4.21356 0.56750  0.34
H45 9.18540 -2.97446 -0.54760  0.30
O17 -7.79421 5.61890 0.96151  -0.59
S6 -6.60777 6.12254 1.59280  1.15
O18 -6.08054 7.35160 1.03462  -0.59
O19 -6.86931 6.35263 3.20529  -0.33
C18 -7.16403 5.20144 4.06057  -0.06
C19 -8.37656 5.71017 4.85850  -1.19
C20 -5.28570 4.70140 1.77246  -0.98
H46 -6.33954 5.20204 4.77353  0.25
H47 -7.21082 4.19171 3.65272  0.32
H48 -8.25678 5.17717 5.80172  0.35
H49 -9.35443 5.50124 4.42465  0.31
H50 -8.41940 6.78278 5.04762  0.30
H51 -5.67026 3.74477 2.12612  0.33
H52 -4.43281 4.96048 2.39980  0.35
H53 -4.94147 4.42712 0.77528  0.37
O20 3.01124 5.82721 -0.84623  -0.59
S7 1.99603 6.80877 -1.18191  1.23
O21 2.07434 8.26528 -1.08227  -0.59
O22 1.43244 6.44634 -2.77896  -0.37
C21 1.28376 5.09307 -3.19899  -0.12
C22 1.63499 4.97033 -4.64816  -1.21
C23 0.46040 6.34057 -0.35301  -0.82
H54 0.26726 4.75926 -2.99069  0.26
H55 1.91996 4.43907 -2.60266  0.36
H56 2.71057 4.82801 -4.75288  0.29
H57 1.21525 5.82536 -5.17810  0.31
H58 1.19560 4.07561 -5.08920  0.35
H59 -0.29606 6.00460 -1.06224  0.22
H60 0.11033 7.24688 0.14112  0.33
H61 0.80215 5.57299 0.34134  0.35

Values from the calculation:
- Charge: -1
- Energy above the lowest of the compared OMol25 structures with the same formula, charge and spin: 4.695 eV


The following is a quantum chemistry calculation of 8 unconnected molecules or ions with the total composition C23H61O22S7 in a non-equilibrium geometry, from the OMol25 dataset.

Last column: Mulliken charge in e.
Atoms and positions in Å:
C1 -0.60262 -0.91454 -0.90223  -1.56
C2 -1.05087 0.15193 0.14332  1.07
O1 0.02416 0.81104 0.74017  2.55
H1 0.04011 -1.67254 -0.45453  -1.02
H2 0.09015 -0.70870 -1.71820  -0.20
H3 -1.51445 -1.34678 -1.31433  0.95
H4 -1.57904 -0.43114 0.89775  0.17
H5 -1.88416 0.78650 -0.15846  -0.86
O2 -6.81563 1.36757 0.80781  -0.72
S1 -5.39636 1.13226 1.15300  1.17
O3 -4.92320 1.38879 2.48621  -0.69
O4 -4.84174 -0.36700 0.73384  -0.54
C3 -3.81867 -0.92483 1.47814  0.71
C4 -3.56829 -2.18247 0.68096  -1.13
C5 -4.46608 2.03481 -0.13524  -0.31
H6 -4.25280 -1.28970 2.40901  0.42
H7 -2.99325 -0.25532 1.72006  -0.16
H8 -3.04350 -2.06823 -0.26754  0.77
H9 -4.41702 -2.85290 0.54574  0.31
H10 -2.77660 -2.69540 1.22707  0.03
H11 -4.52038 3.07962 0.17057  0.33
H12 -4.98795 1.82435 -1.06875  0.50
H13 -3.42077 1.74832 -0.25085  -0.28
O5 0.34578 0.05223 4.18237  -0.59
S2 1.08217 1.35549 4.18463  1.68
O6 0.96324 2.27438 5.31469  -0.76
O7 2.72611 1.04923 3.95750  -0.61
C6 3.12355 0.09169 3.02291  1.14
C7 4.06157 0.74112 2.01839  -0.51
C8 0.76594 2.31574 2.68653  -1.35
H14 2.28149 -0.30248 2.45400  -1.22
H15 3.53178 -0.79641 3.50535  0.52
H16 3.58395 1.55173 1.46802  -0.35
H17 4.41336 -0.08937 1.40634  0.32
H18 4.97295 1.05188 2.52917  0.49
H19 0.60859 1.60179 1.87807  -1.05
H20 1.63029 2.96543 2.54895  1.17
H21 -0.17180 2.86653 2.75995  0.97
O8 -0.79644 3.90515 -2.58642  -0.67
S3 0.49952 3.31308 -2.49463  1.26
O9 1.38095 3.28440 -3.66913  -0.74
O10 1.33537 4.09899 -1.22840  -0.38
C9 2.70063 3.64937 -1.06495  -0.54
C10 2.88226 2.87680 0.17045  -0.58
C11 0.49771 1.61575 -1.78665  -0.30
H22 3.36368 4.51036 -1.14959  0.47
H23 3.04919 2.94898 -1.82394  -0.16
H24 2.13190 3.06675 0.93789  0.18
H25 3.89194 3.03391 0.54987  0.68
H26 2.79129 1.79789 0.04477  -0.22
H27 -0.29743 0.99882 -2.20530  1.06
H28 0.34687 1.67789 -0.70893  -0.68
H29 1.44763 1.19931 -2.12178  0.13
O11 3.11271 -2.06432 2.55921  -0.54
S4 2.35355 -2.63147 1.41786  0.95
O12 2.72693 -4.00761 0.93333  -0.69
O13 0.71924 -2.64002 1.83224  -0.63
C12 0.08451 -1.63639 2.60855  1.15
C13 -1.44240 -1.89050 2.79491  -0.80
C14 2.37902 -1.50494 -0.00842  1.20
H30 0.10898 -0.71346 2.02915  -1.13
H31 0.61089 -1.49871 3.55305  0.96
H32 -1.90546 -1.20465 3.50434  -0.30
H33 -1.51056 -2.91423 3.16291  0.77
H34 -2.06714 -1.78292 1.90823  -0.96
H35 3.38500 -1.18142 -0.27569  0.95
H36 1.85177 -0.59390 0.27462  -0.95
H37 1.96346 -2.07159 -0.84168  -1.10
O14 -0.49955 -1.42076 -3.06716  -0.26
S5 0.18075 -1.11592 -4.32938  0.71
O15 -0.53672 -0.48739 -5.46539  -0.69
O16 1.40131 -0.05909 -3.95438  -0.19
C15 2.33494 0.29941 -4.99397  -0.27
C16 2.64294 1.76676 -4.79587  -1.12
C17 1.11087 -2.54183 -4.95712  -0.74
H38 1.87019 0.17678 -5.97227  0.50
H39 3.29318 -0.20743 -4.87991  0.21
H40 3.30897 2.16964 -5.55887  0.46
H41 3.05122 1.99771 -3.81194  -0.03
H42 1.74470 2.37823 -4.71003  0.42
H43 0.39627 -3.31194 -5.24760  0.52
H44 1.70079 -2.86911 -4.10096  -0.45
H45 1.75920 -2.35182 -5.81249  0.50
O17 -2.37715 -5.40093 -1.32762  -0.75
S6 -1.20927 -4.86948 -0.70344  1.36
O18 -0.31984 -5.77733 0.07922  -0.66
O19 -0.33161 -4.16362 -1.93736  -0.45
C18 0.94813 -3.57549 -1.67084  2.46
C19 2.06684 -4.11539 -2.52636  -2.06
C20 -1.63861 -3.43165 0.36552  -0.39
H46 1.17295 -3.80012 -0.62820  0.51
H47 0.83877 -2.49621 -1.77708  -1.23
H48 2.29113 -5.16048 -2.31287  0.52
H49 2.98588 -3.57562 -2.29808  0.36
H50 1.89563 -4.08774 -3.60247  0.70
H51 -2.58964 -3.67105 0.84127  1.27
H52 -1.57236 -2.54300 -0.26219  -1.13
H53 -0.88235 -3.45696 1.15008  0.23
O20 -3.36699 3.58459 0.54561  -0.61
S7 -2.26096 4.09418 1.28859  1.30
O21 -2.33630 5.46260 1.77916  -0.77
O22 -1.89183 3.08198 2.54584  -0.83
C21 -2.28063 1.67981 2.55656  2.04
C22 -1.60845 0.87407 3.60491  0.83
C23 -0.68736 3.83510 0.29309  -0.33
H54 -2.30518 1.13106 1.61510  -1.81
H55 -3.32010 1.66598 2.88431  1.37
H56 -2.09586 -0.09392 3.72119  0.10
H57 -1.76295 1.44065 4.52319  0.46
H58 -0.56470 0.64367 3.39140  -2.92
H59 -1.14659 3.41453 -0.60151  0.01
H60 -0.01676 3.09964 0.73750  -0.56
H61 -0.18850 4.80196 0.22662  0.63

Values from the calculation:
- Charge: -1
- Energy above the lowest of the compared OMol25 structures with the same formula, charge and spin: 18.979 eV


The following is a quantum chemistry calculation of 10 unconnected molecules or ions with the total composition C23H62BN9O25P3 in a non-equilibrium geometry, from the OMol25 dataset.

Last column: Mulliken charge in e.
Atoms and positions in Å:
C1 5.73458 2.73183 2.10420  -0.70
C2 4.95947 1.56907 2.04479  -0.10
C3 5.21085 0.31813 1.14386  -0.49
P1 3.93013 -0.01999 -0.27401  0.45
C4 2.82119 -0.55650 -1.77797  -0.57
C5 1.51265 0.23416 -2.10351  -0.04
C6 1.07856 -0.10313 -3.62710  -0.22
C7 0.71356 1.25576 -4.40784  -0.33
C8 -0.85969 1.60305 -4.32386  -0.97
C9 4.01916 1.82949 -0.85856  -1.68
O1 5.45334 2.19539 -0.98086  0.38
C10 5.56313 3.47387 -1.61142  -0.44
C11 7.06237 3.76024 -2.11543  -0.97
O2 2.60665 0.18036 0.80400  -0.30
C12 1.78341 1.25002 0.98435  -0.37
C13 0.45379 0.79762 1.79553  -0.41
C14 -0.22880 -0.50923 1.22014  -0.82
P2 5.66998 -0.33664 -1.63333  -0.25
P3 5.86264 -2.29350 -2.55507  0.99
O3 6.93991 -3.13922 -1.85112  -0.73
O4 4.46162 -3.19977 -2.78831  -0.57
O5 6.50804 -2.05051 -4.14239  -0.57
B1 3.92325 -1.88172 0.38855  1.92
O6 5.04230 -2.74606 0.55797  -0.61
O7 2.64856 -2.43703 0.85241  -0.65
H1 5.31554 3.74483 2.37947  0.25
H2 6.82767 2.64299 1.82886  -0.03
H3 4.09377 1.52072 2.77947  0.35
H4 5.29274 -0.54527 1.89171  0.29
H5 6.26029 0.40136 0.70328  0.06
H6 3.42314 -0.58542 -2.74417  0.00
H7 2.52078 -1.65067 -1.62736  0.15
H8 1.53302 1.35656 -2.03989  0.18
H9 0.62944 -0.10797 -1.47590  -0.34
H10 1.91459 -0.58193 -4.22361  -0.26
H11 0.14033 -0.73898 -3.65725  0.48
H12 0.97883 1.19148 -5.51493  0.25
H13 1.25350 2.15274 -3.98906  0.30
H14 -1.21700 2.04643 -5.31168  0.32
H15 -1.45552 0.65299 -4.14892  0.23
H16 -1.06643 2.38739 -3.54206  0.22
H17 3.66945 2.61133 -0.13899  0.52
H18 3.64479 1.96758 -1.92471  0.32
H19 5.20917 4.31859 -0.92825  0.26
H20 4.91804 3.55540 -2.54826  0.26
H21 6.98852 4.39089 -3.05664  0.36
H22 7.47040 2.74496 -2.41507  0.18
H23 7.68287 4.23881 -1.31057  0.23
H24 1.37539 1.87032 0.11553  0.06
H25 2.22587 2.05346 1.67797  0.29
H26 -0.24491 1.68079 1.81303  0.27
H27 0.81085 0.66320 2.87012  0.20
H28 0.38411 -1.08567 0.47653  0.27
H29 -0.38895 -1.21154 2.10681  0.20
H30 -1.25887 -0.22393 0.86234  0.19
H31 5.43162 0.45034 -2.83285  -0.04
H32 3.96642 -2.94085 -3.58826  0.31
H33 6.19650 -2.80618 -4.67273  0.28
H34 5.28030 -2.85216 1.49598  0.26
H35 2.72408 -2.68064 1.78923  0.20
C15 9.51470 0.34595 1.69515  -0.80
N1 9.20732 1.79476 1.58572  0.85
O8 8.76490 2.18997 0.52823  -0.42
O9 9.42141 2.48077 2.56908  -0.56
H36 9.27412 -0.13491 0.74961  0.32
H37 10.57584 0.25199 1.91851  0.29
H38 8.90382 -0.05832 2.50013  0.29
C16 -3.25975 -3.72126 1.25693  -0.63
N2 -3.09740 -2.26241 1.03863  0.94
O10 -3.27978 -1.52927 1.99792  -0.51
O11 -2.79560 -1.90580 -0.08878  -0.49
H39 -3.52705 -3.88980 2.29521  0.25
H40 -4.05106 -4.06372 0.59440  0.12
H41 -2.31071 -4.19957 1.02025  0.31
C17 -3.40249 2.29974 3.56359  -0.52
N3 -2.25772 2.82324 4.35884  0.94
O12 -2.50764 3.60590 5.26129  -0.60
O13 -1.15375 2.42799 4.04803  -0.56
H42 -4.31983 2.73180 3.94741  0.10
H43 -3.24269 2.58944 2.52983  0.31
H44 -3.40831 1.21666 3.67362  0.30
C18 -6.28758 -6.72669 3.71019  -0.79
N4 -5.63883 -5.78983 2.75687  0.82
O14 -4.63449 -6.16994 2.18541  -0.50
O15 -6.15429 -4.70110 2.61405  -0.42
H45 -5.71735 -7.65185 3.73363  0.31
H46 -6.29040 -6.24953 4.68817  0.29
H47 -7.30082 -6.90602 3.35572  0.29
C19 -7.64309 2.19207 1.68773  -0.78
N5 -6.31199 2.58806 2.21801  0.88
O16 -6.26008 3.57687 2.92565  -0.53
O17 -5.36521 1.89210 1.90539  -0.50
H48 -8.38668 2.89905 2.04639  0.35
H49 -7.58258 2.21306 0.60089  0.26
H50 -7.85684 1.18832 2.05216  0.30
C20 -7.06596 -0.88886 -0.45201  -0.53
N6 -8.40917 -0.27851 -0.27697  0.96
O18 -8.83894 0.40559 -1.18592  -0.56
O19 -8.98613 -0.50739 0.77019  -0.55
H51 -6.67415 -0.60024 -1.42390  0.30
H52 -6.42851 -0.51410 0.34771  0.21
H53 -7.18366 -1.97002 -0.38952  0.19
C21 -6.55239 5.63835 5.80840  -0.66
N7 -7.93750 6.15198 5.96793  0.89
O20 -8.40823 6.79150 5.04751  -0.52
O21 -8.50255 5.89379 7.01296  -0.54
H54 -6.17587 5.94201 4.83527  0.28
H55 -5.94934 6.06696 6.60637  0.31
H56 -6.59388 4.55372 5.88405  0.24
C22 -7.33167 -6.04438 -1.26964  -0.73
N8 -6.63882 -4.73369 -1.35668  0.85
O22 -6.46270 -4.12198 -0.31835  -0.47
O23 -6.29735 -4.36661 -2.46103  -0.52
H57 -7.57620 -6.24158 -0.22898  0.27
H58 -8.23478 -5.97863 -1.87322  0.30
H59 -6.65191 -6.80086 -1.65714  0.30
C23 3.62702 -0.65699 -7.86475  -0.86
N9 3.78653 -1.20581 -6.49460  0.87
O24 3.72307 -0.42531 -5.57024  -0.39
O25 3.97001 -2.40613 -6.40045  -0.56
H60 3.47148 0.41659 -7.79478  0.33
H61 4.53854 -0.88059 -8.41563  0.31
H62 2.76397 -1.14415 -8.31461  0.30

Values from the calculation:
- Charge: -1


| no. | total energy (hartree) | orbital gap (eV) |
| --- | --- | --- |
| 1 | -5355.21044 | 4.6 |
| 2 | -5354.68550 | 7.7 |
| 3 | -4335.35218 | 4.6 |